Entry from the OMol25 dataset: C49H69ClGeN5P3Sc as an isolated structure (ωB97M-V/def2-TZVPD).

Geometry as XYZ:
```
129
Properties=species:S:1:pos:R:3:forces:R:3:mulliken_charge:R:1
Sc -1.158 -1.398 -0.326 -0.44 0.02 -0.54 -1.302
C 4.467 -1.474 -2.515 0.03 -0.02 0.02 -0.893
C 4.289 -1.299 -1.003 -0.04 -0.08 -0.12 0.582
C 5.406 -2.046 -0.271 0.03 -0.01 -0.05 -1.757
P 2.575 -1.800 -0.474 0.05 -0.03 0.13 1.472
C 2.639 -1.247 1.314 -0.03 0.17 -0.09 -0.797
N 2.329 0.169 1.321 -0.17 -0.08 0.05 -0.189
Ge 0.217 0.919 0.491 0.41 -0.05 -0.06 0.582
N 0.380 2.139 -0.957 -0.20 0.11 0.02 0.829
C -0.288 1.867 -2.226 0.06 -0.05 0.24 -2.426
P -0.418 0.077 -2.652 -0.05 0.16 -0.20 2.002
C 1.214 -0.342 -3.411 -0.12 0.02 -0.06 1.427
C 1.089 -1.616 -4.252 0.00 -0.03 -0.01 -1.327
C 1.947 0.794 -4.121 0.04 0.02 -0.07 -1.911
C -1.631 0.126 -4.065 0.01 0.07 0.06 0.859
C -2.956 0.781 -3.653 0.03 -0.17 0.05 -1.313
C -1.152 0.812 -5.347 -0.02 0.03 -0.02 -1.631
C 0.441 3.492 -0.594 -0.02 -0.19 -0.12 0.284
C -0.031 4.547 -1.376 0.01 0.11 0.01 -1.099
C 0.032 5.852 -0.900 -0.04 -0.09 -0.09 -0.928
C 0.539 6.128 0.359 0.01 0.09 0.01 -1.120
C 1.014 5.087 1.142 0.03 -0.06 0.15 0.040
C 0.981 3.793 0.657 -0.08 0.12 -0.02 -0.103
N 1.486 2.658 1.411 -0.03 0.06 -0.04 1.479
C 2.883 2.440 1.289 -0.02 -0.09 -0.03 -0.558
C 3.800 3.439 1.083 0.17 0.12 -0.03 -0.055
C 5.162 3.143 1.133 -0.02 -0.06 0.02 -1.125
C 5.595 1.839 1.420 0.07 0.09 -0.02 -0.901
C 4.691 0.821 1.565 -0.01 -0.01 -0.01 -0.898
C 3.294 1.072 1.420 0.03 0.08 -0.04 0.596
C 1.032 2.676 2.791 0.01 0.04 0.14 0.242
C 1.788 3.144 3.850 0.06 0.01 -0.06 -0.262
C 1.204 3.258 5.104 0.06 0.02 0.04 -1.108
C -0.129 2.919 5.270 -0.16 -0.06 -0.07 -0.907
C -0.876 2.420 4.207 0.05 0.02 0.14 -0.593
C -0.292 2.269 2.955 -0.14 -0.10 -0.13 0.283
N -0.893 1.684 1.839 0.07 -0.09 0.12 0.743
C -2.268 1.966 1.463 0.15 0.03 -0.06 -1.907
P -3.099 0.428 0.842 0.10 -0.12 0.22 1.460
C -4.021 -0.253 2.315 0.07 -0.03 -0.05 1.034
C -3.219 -1.256 3.137 -0.07 0.15 0.03 -1.256
C -4.604 0.818 3.235 -0.05 0.02 0.02 -1.945
C -4.455 0.974 -0.322 -0.01 -0.03 -0.06 1.192
C -4.118 2.318 -0.969 -0.22 0.05 0.01 -1.747
C -5.893 1.019 0.204 -0.03 0.03 -0.01 -1.721
C 2.690 -3.659 -0.494 0.02 0.03 -0.01 0.391
C 2.829 -4.298 0.886 -0.04 -0.03 0.01 -1.541
C 1.512 -4.197 -1.315 0.31 -0.15 0.06 -1.292
H 5.506 -1.282 -2.788 -0.03 -0.01 0.00 0.545
H 3.845 -0.788 -3.087 0.00 -0.03 0.03 0.063
H 4.236 -2.496 -2.831 0.01 0.02 0.01 0.223
H 4.347 -0.231 -0.775 0.04 0.03 0.00 0.131
H 5.468 -3.080 -0.615 0.04 0.04 0.02 0.397
H 5.295 -2.070 0.813 -0.01 0.00 -0.01 0.303
H 6.369 -1.579 -0.494 -0.03 -0.01 0.01 0.436
H 3.565 -1.490 1.832 0.06 0.01 -0.06 0.940
H 1.847 -1.767 1.835 -0.10 -0.11 0.06 -0.759
H 0.233 2.372 -3.040 0.06 0.01 -0.06 1.257
H -1.312 2.257 -2.232 0.00 0.02 0.02 0.109
H 1.800 -0.602 -2.538 0.08 -0.03 0.16 -1.679
H 0.627 -1.435 -5.222 0.00 0.01 0.04 0.302
H 0.499 -2.385 -3.742 0.06 0.04 -0.02 0.050
H 2.084 -2.028 -4.439 -0.04 0.00 0.00 0.404
H 1.371 1.254 -4.921 0.03 -0.01 0.03 0.357
H 2.859 0.397 -4.575 -0.04 0.03 0.00 0.570
H 2.247 1.575 -3.418 -0.01 -0.03 -0.02 0.286
H -1.810 -0.931 -4.283 -0.04 -0.05 0.01 0.502
H -2.891 1.863 -3.747 0.01 0.09 -0.02 0.409
H -3.248 0.565 -2.625 0.04 0.00 -0.12 -0.260
H -3.758 0.443 -4.311 0.01 0.00 0.01 0.465
H -0.891 1.857 -5.160 -0.01 -0.03 -0.02 0.266
H -1.976 0.810 -6.063 0.03 0.01 -0.01 0.498
H -0.306 0.325 -5.823 -0.03 -0.02 0.03 0.356
H -0.449 4.364 -2.357 0.01 0.01 0.02 0.491
H -0.335 6.659 -1.522 0.01 -0.03 0.02 0.428
H 0.567 7.144 0.729 0.00 -0.03 0.00 0.475
H 1.403 5.278 2.138 -0.05 -0.02 -0.10 0.576
H 3.465 4.456 0.916 0.06 -0.09 0.01 0.662
H 5.887 3.933 0.992 -0.02 -0.02 0.01 0.456
H 6.654 1.637 1.517 -0.06 0.00 -0.01 0.508
H 5.045 -0.178 1.764 0.02 -0.02 -0.01 0.586
H 2.819 3.446 3.701 -0.06 -0.02 -0.01 0.545
H 1.782 3.630 5.939 -0.01 -0.01 -0.02 0.459
H -0.596 3.031 6.241 0.01 -0.01 -0.04 0.454
H -1.908 2.138 4.365 -0.01 -0.02 0.00 0.334
H -2.302 2.722 0.672 -0.02 0.01 0.02 0.279
H -2.826 2.375 2.301 -0.04 0.00 0.11 0.938
H -4.845 -0.794 1.848 -0.03 -0.04 0.01 0.396
H -2.312 -0.798 3.536 0.01 0.00 0.02 0.101
H -2.960 -2.133 2.550 0.08 -0.14 -0.07 0.005
H -3.820 -1.586 3.986 0.02 -0.02 -0.01 0.597
H -3.837 1.211 3.903 0.02 0.02 0.01 0.470
H -5.369 0.362 3.867 0.00 0.04 -0.02 0.519
H -5.060 1.656 2.710 0.02 -0.04 0.03 0.252
H -4.443 0.191 -1.088 0.03 0.05 0.00 -0.054
H -4.300 3.135 -0.267 -0.01 -0.02 -0.03 0.560
H -4.763 2.477 -1.837 0.01 0.01 0.05 0.437
H -3.089 2.395 -1.308 0.11 -0.01 -0.04 0.130
H -6.048 1.830 0.916 0.01 -0.05 -0.04 0.330
H -6.226 0.084 0.655 0.02 0.05 -0.02 0.344
H -6.548 1.213 -0.648 0.00 -0.01 0.04 0.476
H 3.598 -3.873 -1.062 0.02 -0.04 0.05 0.715
H 1.992 -4.045 1.540 0.01 -0.02 -0.02 0.206
H 3.746 -3.980 1.385 -0.02 -0.02 -0.02 0.324
H 2.860 -5.387 0.798 0.00 0.04 0.00 0.474
H 0.574 -3.772 -0.973 -0.26 0.04 -0.01 0.075
H 1.433 -5.284 -1.237 0.04 0.01 -0.01 0.582
H 1.624 -3.941 -2.370 -0.04 0.01 0.05 0.233
C -2.184 -3.332 -2.172 0.27 0.27 0.13 -0.435
C -2.826 -2.171 -1.633 -0.49 -0.06 -0.26 -0.904
C -3.587 -2.610 -0.497 0.09 0.16 -0.11 -0.095
C -3.395 -3.977 -0.353 0.14 0.02 0.17 -0.907
C -2.528 -4.419 -1.379 0.12 -0.09 0.04 -1.278
H -1.571 -3.362 -3.064 -0.09 0.00 0.02 0.574
H -3.078 -1.305 -2.220 -0.01 0.12 -0.08 1.433
H -4.262 -2.002 0.086 -0.12 -0.03 -0.05 0.785
H -3.835 -4.599 0.415 0.03 0.02 -0.04 0.532
H -2.201 -5.441 -1.532 -0.03 0.08 0.01 0.488
Cl -0.649 -6.616 2.290 0.00 -0.04 0.02 -0.189
C -0.502 -4.913 2.416 0.01 -0.02 0.09 -0.366
C -0.175 -4.299 3.614 0.01 0.13 0.04 -0.704
C -0.061 -2.915 3.625 0.05 -0.18 0.21 -1.439
C -0.281 -2.215 2.462 -0.10 0.22 -0.08 -1.104
N -0.605 -2.807 1.299 0.26 -0.29 0.44 3.062
C -0.704 -4.144 1.288 -0.06 -0.04 -0.09 -0.861
H -0.013 -4.888 4.508 -0.01 0.01 -0.02 0.523
H 0.191 -2.381 4.532 -0.01 -0.03 -0.02 0.628
H -0.211 -1.131 2.449 -0.03 -0.02 0.04 0.753
H -0.973 -4.620 0.357 0.05 0.08 0.02 0.084
```
Positions in Å, forces in eV/Å.

The expectation value of S² is 0.79. As for the HOMO energy (alpha / beta): -12.146 / -12.183 eV. The value obtained for the energy above the lowest of the compared OMol25 structures with the same formula, charge and spin is 1.9700 eV. The orbital gap (alpha / beta) comes out at 6.8 / 5.5 eV. For the total energy, the calculation gives -6503.79750 Ha. Its net charge is +2. As for the spin multiplicity: 2. Its LUMO energy (alpha / beta) is -5.4 / -6.7 eV.